DFT (the ωB97M-V functional and the def2-TZVPD basis) results for a cluster of 2 separate species, C6H10 in total at a distorted geometry.

For the gap between HOMO and LUMO, the calculation gives 9.114 eV. Its energy relative to the best compared isomer or geometry (same formula, charge and spin) is 3.430 eV.

Structure (ORCA input):
```
! RIJCOSX wB97M-V def2-TZVPD def2/J DEFGRID3
* xyz 0 1
C -1.987 -0.007 0.643
C -0.904 -0.240 -0.089
C -0.373 1.071 -0.465
C 0.906 1.110 -0.117
C 1.379 -0.186 0.531
C 0.216 -1.182 0.301
H -2.044 -0.415 1.636
H -2.675 0.777 0.347
H -1.003 1.844 -0.886
H 1.541 1.961 -0.291
H 1.528 -0.020 1.607
H 2.328 -0.551 0.127
H -0.084 -1.742 1.193
H 0.485 -1.938 -0.453
H 0.659 -0.040 -2.032
H 0.027 -0.441 -2.053
*
```

These are the natural (NBO) partial charges, in e, on atoms 1 to 4:
1. C -0.329
2. C -0.033
3. C -0.195
4. C -0.254

DFT (the ωB97M-V functional and the def2-TZVPD basis) results for the molecule C6H10.

For the gap between HOMO and LUMO, the calculation gives 10.293 eV. Its energy relative to the best compared isomer or geometry (same formula, charge and spin) is 0.029 eV.

Structure (ORCA input):
```
! RIJCOSX wB97M-V def2-TZVPD def2/J DEFGRID3
* xyz 0 1
C 0.135 1.565 -0.007
C 1.205 0.885 -0.413
C 1.231 -0.609 -0.611
C -0.078 -1.326 -0.223
C -0.905 -0.552 0.807
C -1.163 0.882 0.339
H 0.191 2.649 0.091
H 2.129 1.418 -0.634
H 2.079 -1.027 -0.052
H 1.454 -0.810 -1.668
H -0.693 -1.482 -1.118
H 0.156 -2.324 0.166
H -0.367 -0.518 1.765
H -1.854 -1.071 0.987
H -1.697 1.446 1.114
H -1.821 0.874 -0.543
*
```

These are the natural (NBO) partial charges, in e, on atoms 1 to 4:
1. C -0.196
2. C -0.185
3. C -0.446
4. C -0.397

DFT (the ωB97M-V functional and the def2-TZVPD basis) results for the molecule C6H10.

For the gap between HOMO and LUMO, the calculation gives 10.709 eV. Its energy relative to the best compared isomer or geometry (same formula, charge and spin) is 1.940 eV.

Structure (ORCA input):
```
! RIJCOSX wB97M-V def2-TZVPD def2/J DEFGRID3
* xyz 0 1
C 2.522 0.296 0.136
C 1.338 0.494 0.018
C -0.090 0.112 0.009
C -1.087 0.905 -0.848
C -0.559 0.229 1.486
C 0.063 -1.280 -0.685
H 3.521 -0.072 0.169
H -1.221 1.943 -0.528
H -2.061 0.405 -0.752
H -0.813 0.889 -1.906
H -0.007 -0.427 2.165
H -0.362 1.260 1.817
H -1.635 0.061 1.613
H -0.875 -1.830 -0.778
H 0.438 -1.075 -1.699
H 0.827 -1.909 -0.217
*
```

These are the natural (NBO) partial charges, in e, on atoms 1 to 4:
1. C -0.266
2. C 0.014
3. C -0.133
4. C -0.592

DFT (the ωB97M-V functional and the def2-TZVPD basis) results for a cluster of 2 separate species, C6H10 in total at a distorted geometry.

For the gap between HOMO and LUMO, the calculation gives 9.169 eV. Its energy relative to the best compared isomer or geometry (same formula, charge and spin) is 2.918 eV.

Structure (ORCA input):
```
! RIJCOSX wB97M-V def2-TZVPD def2/J DEFGRID3
* xyz 0 1
C -0.070 -1.359 -0.264
C -0.842 -0.660 0.853
C -1.137 0.842 0.426
C 0.094 1.506 0.041
C 1.197 0.866 -0.367
C 1.259 -0.637 -0.562
H -0.727 -1.326 -1.137
H 0.122 -2.418 -0.040
H -0.204 -0.694 1.776
H -1.741 -1.212 1.142
H -1.871 1.320 1.054
H -1.670 1.723 -0.629
H -0.187 2.536 -0.192
H 2.097 1.434 -0.600
H 2.067 -1.060 0.049
H 1.535 -0.848 -1.610
*
```

These are the natural (NBO) partial charges, in e, on atoms 1 to 4:
1. C -0.398
2. C -0.419
3. C -0.351
4. C -0.226

| no. | electronic energy (eV) |
| --- | --- |
| 1 | -6380.429 |
| 2 | -6383.831 |
| 3 | -6381.919 |
| 4 | -6380.942 |